# C36H70CeN11OPSSe

A molecular structure, C36H70CeN11OPSSe at a distorted geometry (wB97M-V/def2-TZVPD, the OMol25 dataset).

Results
HOMO-LUMO gap (spin up / spin down)   8.06 / 8.06 eV
Max |F|   1.89 eV/A
Net charge   +1
Multiplicity   2
Calculated total energy   -5707.34275 hartree
HOMO level (spin up / spin down)   -0.3673 / -0.3674 hartree

CARTESIAN COORDINATES (ANGSTROEM)
C1 0.030 -3.117 -0.535
H1 1.791 0.334 3.807
H2 0.161 5.035 1.388
C2 -3.375 -1.067 -0.148
H3 -0.720 3.718 -3.472
H4 -3.207 0.003 -0.327
C3 3.717 0.256 0.382
H5 -3.818 5.199 -0.256
H6 2.442 2.059 5.421
C4 -0.401 -4.370 -0.085
H7 5.117 -3.612 -2.231
H8 -7.080 1.390 -1.669
C5 -2.012 -2.524 -1.544
C6 2.706 -3.007 -3.080
H9 3.296 -0.477 1.074
H10 2.533 -5.750 0.830
N1 0.333 -2.072 2.907
C7 4.987 -2.534 -2.363
H11 -0.554 -5.001 -2.557
H12 3.535 2.308 2.666
H13 -1.218 -4.407 -4.099
H14 0.105 -6.263 0.763
H15 -0.364 -0.820 -2.884
C8 1.408 -2.821 -0.472
H16 -7.082 3.524 -0.303
H17 -4.796 3.985 0.563
H18 2.317 4.979 1.775
C9 -1.878 4.970 -4.807
H19 3.021 3.777 0.689
H20 -1.412 5.029 2.188
H21 -4.458 4.008 -4.988
C10 -0.937 -4.120 -3.083
N2 3.583 -2.205 -2.265
C11 -0.602 4.396 1.828
H22 -4.047 -4.043 -1.862
C12 -2.648 1.637 1.777
H23 1.750 5.022 -1.988
H24 5.299 1.081 -1.501
N3 -2.097 -3.559 -2.439
H25 4.686 0.584 0.764
N4 -2.346 4.401 -2.427
N5 -3.174 -1.833 -1.355
H26 -0.696 5.456 -3.069
N6 3.926 -0.363 -0.909
N7 -1.711 1.324 1.137
C13 -6.208 2.032 -1.578
C14 1.389 1.817 5.317
H27 5.543 -2.016 -1.586
H28 -2.894 5.206 -2.163
H29 -5.639 1.965 -2.504
C15 -2.550 3.260 -1.756
C16 -6.645 3.467 -1.302
H30 0.091 0.716 3.991
C17 2.537 3.869 -3.651
H31 -4.406 -1.198 0.194
H32 1.757 -2.485 -3.187
H33 3.157 -3.120 -4.067
H34 0.803 2.720 5.458
C18 3.088 -1.395 -1.284
C19 -3.719 3.214 -5.078
H35 4.770 0.000 -2.800
N8 -0.920 -2.151 -0.922
H36 -5.931 5.484 -1.258
C20 4.447 0.542 -1.915
C21 1.092 1.158 3.975
H37 1.577 3.726 -4.139
C22 3.048 4.177 1.702
Ce1 0.079 0.122 0.133
C23 2.761 3.080 2.720
H38 -0.991 3.731 1.057
H39 -3.548 2.344 -0.288
P1 1.122 2.221 2.449
C24 -2.396 3.767 -5.598
H40 -1.064 5.431 -5.370
H41 -0.148 -3.375 -3.132
H42 3.681 1.268 -2.216
S1 -1.711 1.853 -2.139
H43 -5.104 4.450 -2.432
H44 -5.601 1.644 -0.763
H45 2.782 3.501 3.726
N9 1.927 -1.532 -0.712
H46 -3.014 -5.421 -2.272
N10 -3.476 3.212 -0.802
H47 -3.587 2.738 -4.109
H48 2.524 -4.001 -2.660
C25 -3.275 -4.393 -2.541
H49 -4.106 2.467 -5.768
C26 0.477 -5.316 0.401
C27 1.830 -5.032 0.440
H50 0.134 0.582 -3.253
H51 4.033 4.605 1.875
C28 1.695 3.015 -1.511
H52 -5.074 -1.650 -2.221
H53 3.048 1.131 0.329
H54 -1.639 2.979 -5.585
H55 3.151 2.987 -3.822
H56 0.440 4.221 3.713
H57 -1.462 -4.577 -0.074
N11 1.200 2.115 -0.998
H58 -0.881 3.060 3.477
C29 2.280 -3.803 0.005
H59 -2.671 5.713 -4.707
H60 -7.418 3.747 -2.022
H61 5.389 -2.260 -3.342
H62 3.029 4.725 -4.101
H63 -3.934 -0.356 -2.615
C30 -4.030 -1.433 -2.451
H64 3.331 -3.564 0.081
H65 -3.754 -1.946 -3.367
Se1 -4.058 2.130 2.637
C31 -5.511 4.488 -1.418
H66 -3.664 -4.394 -3.562
H67 -2.702 -1.417 0.643
O1 0.338 -0.182 -2.699
C32 0.285 -1.273 2.068
C33 -0.049 3.570 2.984
C34 -4.379 4.270 -0.405
H68 -2.528 4.083 -6.635
C35 -1.325 4.627 -3.419
C36 2.346 4.120 -2.151
H69 1.132 1.123 6.114
H70 3.315 4.272 -1.663

Forces on the atoms, in the same order (eV/Å):
0.46 -0.42 0.07
-0.18 -0.02 -0.05
0.03 0.07 -0.08
0.01 0.19 0.35
-0.03 0.17 0.03
-0.01 -0.20 0.02
-0.12 0.01 0.23
0.02 -0.04 0.07
0.10 0.09 0.04
0.15 0.09 0.15
0.02 0.02 0.00
-0.07 -0.12 0.00
-0.50 -0.02 -0.40
-0.23 -0.09 -0.15
0.05 0.12 -0.03
0.07 -0.10 0.05
0.01 0.10 -0.11
0.25 -0.03 0.01
-0.02 0.07 -0.05
0.02 0.02 0.07
0.05 0.01 0.00
-0.04 -0.06 0.04
0.07 -0.04 0.11
-0.23 -0.60 0.06
-0.08 0.06 -0.01
0.14 0.06 -0.04
-0.03 0.08 -0.04
0.18 -0.32 0.09
0.02 0.00 -0.12
-0.06 0.08 -0.08
-0.10 0.05 0.02
0.18 -0.02 -0.19
-0.23 0.24 0.30
-0.02 -0.07 0.02
-0.04 0.00 -0.01
1.13 -0.38 -0.67
0.03 -0.08 0.08
0.02 -0.02 -0.05
0.12 0.27 0.32
-0.07 0.08 0.05
-0.40 0.12 0.52
0.43 -0.09 0.09
0.00 -0.10 -0.03
-0.42 -0.12 -0.02
-0.33 0.10 0.61
-0.20 0.10 0.04
-0.04 -0.04 -0.18
0.03 -0.03 -0.04
-0.06 -0.04 0.02
0.10 -0.03 -0.09
-0.34 0.07 0.19
0.21 -0.01 -0.19
0.13 -0.07 -0.05
0.00 0.02 0.02
0.05 0.01 -0.01
-0.01 -0.02 -0.02
-0.01 0.03 0.00
-0.06 0.14 0.11
0.35 0.04 -0.23
0.19 -0.05 -0.11
0.02 0.02 -0.01
0.31 0.59 0.17
0.08 0.06 -0.05
0.08 -0.01 -0.14
-0.03 0.00 -0.25
-0.07 -0.03 -0.07
0.06 -0.09 0.12
-0.40 0.25 -1.83
-0.27 -0.27 -0.35
-0.07 0.11 -0.09
0.13 0.08 -0.20
0.30 0.29 1.16
-0.16 0.21 0.13
0.00 0.11 0.00
0.06 -0.04 -0.02
0.08 -0.01 0.01
0.36 -0.86 -0.27
0.00 0.10 -0.06
0.10 -0.13 0.07
-0.05 -0.09 0.01
-0.17 0.32 0.12
-0.02 0.00 0.00
0.09 -0.01 0.17
-0.10 -0.06 0.06
0.03 0.03 0.01
-0.21 -0.09 0.00
-0.10 -0.07 -0.01
-0.14 -0.02 -0.08
0.17 0.01 -0.09
-0.09 0.14 0.03
0.06 0.08 -0.05
-0.43 -0.76 0.62
-0.04 -0.05 -0.02
0.16 -0.13 0.06
0.03 -0.01 -0.09
0.02 -0.03 -0.03
-0.01 -0.16 0.05
-0.10 0.00 0.00
0.61 0.68 -0.37
0.05 0.02 0.08
-0.17 -0.03 0.09
-0.01 0.14 -0.04
-0.06 0.00 0.09
0.01 -0.01 0.03
0.03 0.04 -0.03
0.01 0.03 0.02
-0.15 0.01 -0.18
0.09 0.04 0.04
0.00 -0.05 -0.03
-1.03 0.30 0.67
-0.14 -0.08 0.24
-0.03 -0.02 0.04
-0.19 0.08 -0.15
0.08 -0.07 -0.05
0.14 -0.85 1.19
0.05 -0.25 -0.40
-0.30 0.46 -0.28
0.05 -0.07 -0.03
0.27 0.24 -0.43
0.41 0.68 -0.48
0.00 -0.03 0.11
-0.13 0.01 0.02

=====

# C16H28N2O3P2Tm

A molecular structure, C16H28N2O3P2Tm at a distorted geometry (wB97M-V/def2-TZVPD, the OMol25 dataset).

Results
HOMO-LUMO gap (spin up / spin down)   4.32 / 5.42 eV
Max |F|   2.91 eV/A
Net charge   +2
Multiplicity   4
Calculated total energy   -2728.98408 hartree
HOMO level (spin up / spin down)   -0.3861 / -0.4273 hartree

CARTESIAN COORDINATES (ANGSTROEM)
C1 -1.557 0.173 5.576
H1 2.956 1.337 -2.112
N1 -0.091 -1.146 -1.757
H2 3.439 -3.611 0.031
C2 -3.728 1.216 -0.013
H3 -0.224 -3.645 -4.783
H4 1.678 -3.645 -0.079
C3 0.100 0.964 4.003
H5 4.234 -0.569 1.552
C4 -0.297 0.720 5.319
O1 -0.284 0.739 1.652
H6 -2.527 -0.225 2.334
H7 2.098 2.529 -1.714
C5 -0.177 -2.906 -3.969
H8 -3.527 2.252 0.314
H9 -2.316 -2.612 -3.833
C6 -1.335 -2.354 -3.416
H10 -3.334 -0.876 -2.818
H11 -2.806 3.049 -2.263
H12 2.433 -3.430 1.490
H13 -0.678 5.623 -0.988
H14 3.226 -1.533 -2.232
H15 -1.156 1.026 -1.231
C7 1.032 -2.510 -3.448
H16 -4.799 1.166 -0.298
C8 1.080 -1.710 -2.292
H17 0.022 4.703 -0.062
H18 0.389 0.956 6.137
H19 1.070 1.385 3.759
H20 4.955 -1.319 0.114
H21 -2.216 1.940 -3.561
O2 2.189 1.564 -1.570
C9 -2.378 -0.156 4.495
H22 1.991 -2.825 -3.865
C10 -2.634 -0.838 -1.959
C11 -1.940 0.077 3.194
H23 -1.874 -0.012 6.603
C12 -1.274 -1.440 -2.375
H24 4.256 0.325 0.045
N2 -0.720 0.624 2.975
Tm1 0.487 0.526 -0.261
C13 4.132 -0.684 0.464
C14 -2.927 2.062 -2.733
H25 -3.567 0.520 0.830
O3 -0.847 4.825 -0.483
H26 -3.150 -1.477 -1.213
H27 -3.942 2.036 -3.148
P1 2.462 -1.382 0.136
P2 -2.621 0.881 -1.414
C15 2.521 -3.175 0.437
H28 -3.367 -0.577 4.671
C16 2.314 -1.561 -1.618

Forces on the atoms, in the same order (eV/Å):
0.27 0.00 -0.29
-0.03 -0.66 0.08
-0.25 -0.09 -0.11
-0.06 0.20 0.02
-0.70 0.21 0.00
-0.02 0.53 0.40
0.07 0.30 0.02
-0.25 -0.30 0.06
0.06 -0.12 -0.22
-0.11 0.09 -0.33
-1.06 0.20 2.70
0.36 0.19 0.09
-0.11 -0.46 0.07
1.32 -0.11 -0.02
-0.03 -0.43 -0.03
0.47 0.16 0.17
-1.34 0.66 0.39
0.55 -0.15 0.20
0.19 -0.10 -0.26
0.15 -0.15 0.22
-0.36 0.28 -0.25
-0.39 -0.55 0.31
0.58 1.58 -0.51
-0.46 -0.41 -1.23
0.53 0.01 0.09
0.26 0.54 1.39
-0.52 -0.06 0.05
-0.24 0.00 -0.40
-0.25 -0.10 -0.17
-0.30 0.07 -0.05
-0.03 0.01 0.35
-0.24 1.35 0.18
0.20 0.36 -0.09
-0.41 -0.14 0.16
-0.57 -0.56 -0.23
0.14 -0.18 0.64
0.05 0.05 -0.35
-0.34 -1.03 -0.95
-0.19 -0.32 -0.04
0.38 -0.28 -1.19
1.87 -1.21 -0.88
0.10 -0.03 0.39
-0.03 0.38 0.09
0.01 0.37 -0.64
0.85 -0.26 0.21
0.45 0.42 0.00
0.14 -0.32 0.25
0.15 -0.60 -0.66
-1.16 -0.89 0.36
0.08 -0.45 1.06
0.28 0.04 -0.21
-0.05 1.94 -0.89

=====

# C34H26N4S4Ti

A molecular structure, C34H26N4S4Ti at a distorted geometry (wB97M-V/def2-TZVPD, the OMol25 dataset).

Results
HOMO-LUMO gap   6.52 eV
Max |F|   1.36 eV/A
Energy above the lowest of the compared OMol25 structures with the same formula, charge and spin   14.7 kcal per mole
Net charge   +2
Calculated total energy   -3972.14066 hartree
HOMO level   -0.4855 hartree

CARTESIAN COORDINATES (ANGSTROEM)
H1 -1.325 -2.930 -5.112
C1 4.129 -2.303 1.081
S1 -2.114 1.478 0.707
C2 4.597 -2.994 -1.165
N1 -0.457 0.124 2.381
H2 -1.242 -2.496 4.327
H3 -4.660 3.335 -3.949
H4 -2.302 2.558 -4.037
H5 -4.782 2.465 0.251
S2 2.131 -0.562 1.744
C3 -4.174 2.979 -3.051
C4 0.182 -4.313 0.912
C5 -1.061 -1.464 4.060
C6 0.776 3.195 -0.138
C7 -1.555 -2.479 -4.156
C8 -0.479 -2.546 -0.562
Ti1 -0.065 0.303 0.250
C9 3.581 -2.183 -1.642
H6 1.115 3.167 -2.202
C10 -0.392 -2.157 1.735
C11 2.380 3.450 2.047
H7 0.502 -5.333 1.075
C12 -2.904 -1.100 -2.757
C13 0.250 3.093 -1.538
C14 2.112 2.220 1.470
C15 -1.073 -2.121 -1.849
H8 5.670 -3.693 0.565
H9 3.415 1.163 2.811
C16 -0.645 -1.149 2.781
H10 0.582 5.324 -0.098
C17 -4.862 2.940 -1.845
H11 5.179 -3.582 -1.863
C18 -1.251 -0.439 4.976
H12 -0.458 2.115 2.921
H13 3.096 3.520 2.854
H14 0.133 -3.802 3.003
C19 -2.677 -1.684 -3.996
C20 -2.920 2.062 -0.731
C21 0.991 4.455 0.398
H15 -0.436 3.901 -1.772
H16 -1.590 -0.656 5.979
C22 2.980 1.047 1.821
C23 -1.002 0.865 4.581
H17 0.113 -3.373 -3.134
S3 -0.570 1.527 -1.999
C24 -4.244 2.491 -0.687
C25 -0.092 -3.865 -0.368
N2 1.220 2.077 0.469
H18 -3.773 -0.475 -2.595
C26 2.815 -1.418 -0.762
N3 -2.101 -1.277 -1.711
C27 1.757 4.582 1.545
H19 -1.116 1.692 5.266
C28 -2.855 2.555 -3.106
H20 -0.049 -4.544 -1.207
C29 -0.022 -3.464 1.989
H21 1.916 5.551 1.998
C30 -0.620 1.105 3.272
C31 -2.247 2.102 -1.945
H22 3.371 -2.123 -2.703
H23 -5.895 3.259 -1.806
H24 3.786 0.996 1.087
C32 3.112 -1.487 0.597
S4 1.560 -0.376 -1.419
C33 -0.751 -2.727 -3.055
H25 4.332 -2.326 2.145
N4 -0.536 -1.681 0.481
C34 4.877 -3.058 0.195
H26 -3.364 -1.514 -4.813

Forces on the atoms, in the same order (eV/Å):
-0.01 0.01 0.00
-0.01 0.03 0.02
0.42 -0.53 0.01
0.03 -0.02 -0.01
-0.37 -0.01 0.38
-0.02 0.02 0.03
-0.02 -0.01 0.02
-0.05 0.02 -0.02
-0.02 0.00 -0.02
-0.01 0.21 -0.61
-0.01 0.04 -0.03
-0.01 -0.02 0.02
0.09 -0.03 -0.07
0.11 0.24 0.03
0.07 -0.07 0.05
-0.16 -0.11 0.21
0.58 1.00 -0.72
-0.12 0.09 -0.06
0.01 0.07 0.02
-0.15 -0.08 -0.02
0.01 0.01 -0.01
0.00 0.00 0.01
0.12 0.16 -0.07
0.00 -0.28 -0.08
0.09 0.11 0.06
-0.33 -0.08 -0.13
0.01 0.01 -0.03
0.03 0.03 -0.01
0.00 0.00 0.15
0.00 -0.01 0.00
-0.01 0.01 -0.03
0.00 0.00 0.00
0.01 0.04 -0.05
0.00 -0.02 -0.04
-0.03 -0.02 0.02
-0.03 0.01 0.00
-0.03 0.05 -0.02
0.02 0.01 -0.25
-0.01 0.00 0.00
0.00 0.02 -0.03
0.02 -0.01 0.00
-0.14 -0.23 0.11
0.02 -0.08 0.03
0.00 0.01 -0.02
-0.11 0.20 0.36
0.06 -0.02 0.08
0.04 0.07 0.08
0.05 0.30 0.29
0.02 0.11 0.01
0.03 -0.04 0.17
0.09 -0.06 0.09
-0.02 -0.10 -0.05
-0.02 0.01 -0.02
0.08 -0.09 -0.02
-0.03 0.04 -0.01
-0.04 0.09 0.09
0.02 0.00 -0.01
0.03 0.15 0.07
-0.04 -0.25 0.03
0.04 -0.04 0.00
0.01 0.01 0.01
0.03 0.03 0.01
-0.10 0.05 0.15
-0.35 0.25 -0.20
0.12 -0.02 0.00
0.01 -0.06 -0.01
-0.03 -1.20 -0.02
0.01 -0.02 0.05
0.00 0.00 0.02